# C27H36N3O6RuS2

A structure of composition C27H36N3O6RuS2 at a distorted geometry (wB97M-V/def2-TZVPD, the Open Molecules 2025 dataset).

Output
Multiplicity   6
Orbital gap (alpha / beta)   7.77 / 6.04 eV
LUMO energy (alpha / beta)   0.632 / -1.591 eV
Energy above the lowest of the compared OMol25 structures with the same formula, charge and spin   0.0 kJ/mol

Last column: Löwdin charge in e.
CARTESIAN COORDINATES (ANGSTROEM)
Ru -0.18692 -0.08116 0.64724  1.351
O 1.18142 0.77306 -2.97336  -0.504
S 2.18839 1.10400 -4.03007  0.994
C 2.12971 2.90158 -4.34025  -0.309
C 1.72089 3.68883 -3.10692  -0.243
C 0.22187 3.77071 -2.87563  -0.230
C -0.08877 4.37939 -1.52568  -0.331
S -0.12618 3.22964 -0.16241  1.021
O 0.89548 2.13938 -0.40599  -0.558
C -1.66661 2.47341 -0.61713  -0.407
C -2.88338 3.00824 -0.22887  -0.064
C -4.04775 2.33896 -0.57898  -0.074
C -3.98446 1.14772 -1.30451  -0.090
C -2.74801 0.62693 -1.66940  -0.075
C -1.58092 1.29252 -1.30711  -0.158
C 3.79209 1.09882 -3.26181  -0.390
C 3.90432 1.47856 -1.93482  -0.081
C 5.15878 1.48666 -1.34671  -0.068
C 6.27799 1.09469 -2.07411  -0.082
C 6.14852 0.69914 -3.39713  -0.078
C 4.89628 0.69962 -3.99800  -0.079
H 1.44623 3.04447 -5.18301  0.090
H 3.13206 3.18364 -4.66606  0.092
H 2.12237 4.69960 -3.21798  0.121
H 2.18377 3.26131 -2.21450  0.079
H -0.22345 2.77778 -2.97146  0.095
H -0.23684 4.40732 -3.63847  0.121
H -1.07498 4.85329 -1.49505  0.096
H 0.64071 5.14102 -1.22754  0.096
H -2.91995 3.91711 0.36411  0.124
H -5.00817 2.74185 -0.28026  0.106
H -4.89649 0.63096 -1.58130  0.104
H -2.67857 -0.28793 -2.24578  0.113
H -0.62013 0.95255 -1.68292  0.066
H 3.01447 1.75420 -1.37661  0.076
H 5.26410 1.79359 -0.31230  0.107
H 7.25257 1.08262 -1.60159  0.102
H 7.01935 0.38674 -3.96035  0.104
H 4.77749 0.37976 -5.02949  0.111
N -2.58175 -0.37529 1.62215  -0.011
C -2.94949 0.17563 2.94225  -0.225
C -1.68691 0.59137 3.69786  -0.116
C -1.11998 1.82106 3.00969  -0.654
O -1.36407 2.93401 3.45440  0.034
O -0.49270 1.60627 1.89185  -0.272
H -3.29036 -0.18116 0.92535  0.058
H -2.46070 -1.37587 1.67639  0.044
H -3.53161 -0.53715 3.52819  0.107
H -3.57840 1.05023 2.78159  0.118
H -0.97052 -0.23049 3.64053  0.080
H -1.91205 0.80678 4.74005  0.116
N 2.15953 -0.26473 0.87613  -0.028
C 2.64076 -1.43315 0.10375  -0.149
C 1.80199 -1.59231 -1.15800  -0.654
O 2.33348 -1.93926 -2.18771  0.049
O 0.52260 -1.40272 -0.95398  -0.199
H 2.28199 0.59407 0.33842  0.044
H 2.65880 -0.12764 1.74408  0.086
H 2.47157 -2.32068 0.71742  0.105
H 3.68956 -1.38476 -0.16526  0.109
C 1.00012 -2.35091 3.45836  -0.032
C 0.36910 -3.04426 2.30967  -0.315
C 0.47298 -4.46455 2.00850  -0.021
C -0.29692 -4.67001 0.92090  -0.012
C -0.85810 -3.37409 0.57464  -0.296
C -1.78347 -3.10487 -0.54496  -0.032
N -0.42812 -2.41389 1.42936  0.029
H 0.36636 -2.45084 4.34582  0.093
H 1.11745 -1.28994 3.25685  0.052
H 1.96869 -2.79136 3.70039  0.087
H 1.05919 -5.18708 2.56043  0.110
H -0.47336 -5.59535 0.39105  0.113
H -2.64314 -3.78031 -0.50072  0.093
H -1.26081 -3.27077 -1.49022  0.100
H -2.12319 -2.07362 -0.53413  0.042

# C27H36N4S4W

A structure of composition C27H36N4S4W (wB97M-V/def2-TZVPD, the Open Molecules 2025 dataset).

Output
Multiplicity   1
Orbital gap   7.80 eV
Total charge   +4
LUMO energy   -12.449 eV
Energy above the lowest of the compared OMol25 structures with the same formula, charge and spin   0.0 kJ/mol

Last column: Löwdin charge in e.
CARTESIAN COORDINATES (ANGSTROEM)
W 0.09098 0.11230 -0.37455  1.104
C 3.20789 -1.29993 -1.83657  -0.395
C 2.11213 -2.17021 -2.41212  -0.403
S 0.48937 -1.33431 -2.49014  0.931
C 0.64626 -0.28160 -3.96942  -0.402
C 1.42646 0.98914 -3.72132  -0.398
S 0.75872 1.76701 -2.22627  0.927
C 2.13023 2.82504 -1.68709  -0.402
C 1.84126 3.27335 -0.27075  -0.393
S 1.41333 1.91783 0.88220  0.899
C 3.05313 1.31995 1.40897  -0.413
C 3.75587 0.53608 0.32391  -0.392
S 2.54138 -0.66834 -0.27587  0.902
H 3.51947 -0.49236 -2.49336  0.086
H 4.08034 -1.90381 -1.58122  0.125
H 1.94709 -3.05467 -1.79542  0.102
H 2.33640 -2.50544 -3.42546  0.121
H -0.37672 -0.06718 -4.27792  0.084
H 1.09731 -0.89877 -4.74781  0.123
H 1.27430 1.69615 -4.53890  0.124
H 2.49399 0.81956 -3.61042  0.085
H 2.14900 3.68771 -2.35533  0.124
H 3.06958 2.28724 -1.78831  0.080
H 0.98238 3.94521 -0.24038  0.092
H 2.68803 3.80106 0.16976  0.122
H 2.87239 0.70390 2.29105  0.093
H 3.62478 2.19115 1.73128  0.122
H 4.59478 -0.03294 0.72795  0.124
H 4.11813 1.15919 -0.48934  0.090
C -2.52070 -0.37138 -2.16183  -0.155
C -2.51925 1.12075 -2.52312  -0.088
C -2.21439 2.15620 -1.47417  -0.300
C -2.85935 3.37931 -1.60292  0.037
C -2.75602 4.34308 -0.61746  0.043
C -2.04566 4.01822 0.53345  0.012
C -1.40077 2.80672 0.59028  -0.165
N -1.40821 1.89493 -0.41754  -0.095
N -1.98475 -0.75828 -0.82027  -0.247
C -2.96903 -0.32589 0.22506  -0.073
C -2.32265 -0.17636 1.56670  -0.228
C -3.07323 -0.27861 2.72396  0.049
C -2.46016 -0.10806 3.95492  0.041
C -1.09011 0.12792 3.98459  0.020
C -0.40553 0.20198 2.79355  -0.133
N -1.00076 0.08637 1.58843  -0.072
C -1.94712 -2.25875 -0.81564  -0.127
C -0.97873 -2.78597 0.19147  -0.245
C -1.17553 -4.03789 0.74825  0.044
C -0.29957 -4.50288 1.71373  0.041
C 0.73056 -3.66236 2.12101  0.016
C 0.87208 -2.43747 1.51326  -0.147
N 0.06372 -1.99630 0.52224  -0.078
H -1.95018 -0.92641 -2.90072  0.079
H -3.53924 -0.76266 -2.23483  0.156
H -3.52111 1.36759 -2.87396  0.142
H -1.88509 1.29229 -3.39762  0.114
H -3.47726 3.55515 -2.47434  0.148
H -3.25037 5.30085 -0.72075  0.148
H -1.99442 4.68927 1.38022  0.141
H -0.86473 2.54643 1.48779  0.069
H -3.78557 -1.04704 0.27790  0.154
H -3.42033 0.61943 -0.06568  0.142
H -4.13259 -0.49250 2.65761  0.148
H -3.03221 -0.17432 4.87184  0.147
H -0.55636 0.24344 4.91803  0.141
H 0.66350 0.35559 2.80375  0.081
H -1.68176 -2.61472 -1.80869  0.111
H -2.94371 -2.64944 -0.60942  0.152
H -2.02111 -4.63476 0.43048  0.148
H -0.43099 -5.48149 2.15788  0.147
H 1.41754 -3.95149 2.90460  0.140
H 1.67052 -1.78472 1.82597  0.079

# C27H37AsN4O2SSc

A structure of composition C27H37AsN4O2SSc at a distorted geometry (wB97M-V/def2-TZVPD, the Open Molecules 2025 dataset).

Output
Multiplicity   1
Orbital gap   7.60 eV
Total charge   +3
LUMO energy   -8.774 eV

Last column: Löwdin charge in e.
CARTESIAN COORDINATES (ANGSTROEM)
Sc 0.48905 0.36874 -0.08653  0.890
C 2.97358 4.29244 4.84276  -0.018
C 2.10250 3.39078 4.00158  -0.232
C 0.76186 3.65699 3.78669  0.056
C -0.05332 2.77172 3.06371  -0.126
C -1.49198 2.83946 3.09732  0.050
N -2.23707 3.89336 3.02368  0.117
C -1.87145 5.22856 2.48776  -0.108
C -1.32822 5.09882 1.06463  -0.123
C -2.40108 4.61417 0.06282  -0.103
N -1.86316 3.62176 -0.87354  0.094
C -1.63636 3.78179 -2.13692  0.060
C -1.03118 2.80324 -2.98985  -0.109
C -0.82187 3.14242 -4.34075  0.061
C -0.18725 2.29465 -5.22576  -0.224
C 0.00091 2.63815 -6.68252  -0.016
C 0.26780 1.08686 -4.70219  0.068
C 0.10916 0.71455 -3.36737  -0.120
C 0.70288 -0.55601 -2.95344  -0.035
N 0.88967 -0.96130 -1.74880  -0.044
C 1.49999 -2.30410 -1.55890  -0.167
C 1.72909 -2.64662 -0.08982  -0.161
C 2.71713 -1.75280 0.66566  -0.158
N 2.05942 -0.50356 1.11003  -0.057
C 2.47366 0.12089 2.14680  -0.056
C 1.84773 1.34060 2.67497  -0.136
C 2.60164 2.19784 3.46968  0.046
C 0.49439 1.64867 2.42822  -0.308
O -0.26698 0.94918 1.60837  -0.142
C -0.58736 1.56513 -2.49386  -0.308
O -0.81284 1.21962 -1.23337  -0.206
H 2.46776 5.22597 5.08338  0.088
H 3.90532 4.53478 4.32992  0.088
H 3.24058 3.80854 5.78417  0.102
H 0.31801 4.51872 4.27629  0.134
H -2.02803 1.90451 3.24571  0.172
H -3.21375 3.76546 3.26368  0.179
H -1.17204 5.73289 3.14839  0.125
H -2.78987 5.81294 2.49403  0.143
H -0.48528 4.40434 1.05733  0.102
H -0.93466 6.06711 0.75850  0.132
H -2.82746 5.43940 -0.50254  0.140
H -3.22309 4.12318 0.58325  0.132
H -1.62286 2.69970 -0.50824  0.129
H -1.91576 4.74085 -2.56592  0.164
H -1.18146 4.10468 -4.69323  0.140
H -0.13642 3.70367 -6.85949  0.089
H -0.72081 2.10354 -7.30246  0.102
H 0.99679 2.36085 -7.02857  0.093
H 0.78141 0.39836 -5.36721  0.144
H 1.02418 -1.19849 -3.77532  0.156
H 2.44614 -2.34289 -2.10121  0.136
H 0.84081 -3.05284 -1.99603  0.139
H 2.09405 -3.67210 -0.05261  0.135
H 0.77324 -2.65951 0.44670  0.124
H 3.55015 -1.48576 0.01141  0.130
H 3.12787 -2.28242 1.52385  0.134
H 3.33751 -0.25667 2.69924  0.158
H 3.63118 1.92499 3.69039  0.142
C 4.02170 4.75931 0.15737  -0.226
As 3.99218 3.06244 -0.71941  0.767
C 4.64548 3.27739 -2.49913  -0.224
C 5.21776 1.90849 0.18807  -0.216
S 1.96546 2.39768 -0.75292  0.314
H 5.04746 5.11607 0.23163  0.061
H 3.58876 4.63669 1.14757  0.031
H 3.42575 5.45667 -0.42495  0.051
H 5.61256 3.77519 -2.44585  0.062
H 3.94454 3.87941 -3.06998  0.050
H 4.75788 2.29792 -2.95653  0.052
H 6.18851 2.40270 0.19681  0.062
H 5.29241 0.96575 -0.34776  0.049
H 4.88136 1.74123 1.20829  0.026

Energy, respectively: -69588.5645 -79673.9574 -131010.3565 eV.